[1]
Density functional theory data (wB97M-V/def2-TZVPD) for a molecular structure, C24H32IN3Os at a distorted geometry.

Last column: Löwdin charge in e.
Positions of all 61 atoms, in Å:
1 C -3.803 1.360 -2.091  -0.173
2 C -2.389 1.883 -2.358  -0.229
3 H -4.190 0.850 -2.981  0.092
4 H -4.466 2.198 -1.848  0.087
5 H -3.829 0.650 -1.246  -0.075
6 H -1.700 1.096 -2.760  0.043
7 H -2.373 2.646 -3.151  0.113
8 H -1.965 2.400 -1.485  0.032
9 C -0.132 -2.776 -1.292  -0.150
10 C 0.813 -3.738 -1.630  -0.017
11 C 1.823 -3.442 -2.552  0.006
12 C 1.911 -2.143 -3.014  0.018
13 H -1.008 -2.986 -0.665  0.005
14 H 0.732 -4.716 -1.177  0.128
15 H 2.524 -4.195 -2.900  0.136
16 H 2.665 -1.814 -3.725  0.123
17 N -0.033 -1.500 -1.725  -0.053
18 C 1.025 -1.166 -2.525  -0.206
19 C 1.303 0.249 -2.614  -0.187
20 N 0.458 1.041 -1.883  -0.074
21 C 0.820 2.332 -1.679  -0.093
22 C 2.876 2.062 -2.913  0.008
23 C 2.016 2.849 -2.144  -0.004
24 H 0.117 2.936 -1.105  0.109
25 H 2.253 3.883 -1.906  0.129
26 C 2.478 0.766 -3.183  0.029
27 H 3.075 0.113 -3.817  0.124
28 H 3.810 2.452 -3.315  0.137
29 Os -1.229 0.138 -0.937  1.116
30 I -2.940 -1.381 0.141  0.696
31 C -2.316 -1.007 4.484  0.001
32 C -1.853 -0.211 3.296  -0.237
33 C -2.656 0.801 2.731  -0.022
34 C -2.299 1.509 1.617  -0.261
35 C -3.077 2.701 1.203  -0.006
36 C -1.092 1.107 0.828  -0.371
37 C -0.159 0.162 1.573  -0.306
38 C -0.568 -0.388 2.812  0.046
39 N 0.922 -0.107 0.859  0.162
40 C 2.105 -0.808 1.399  -0.606
41 C 2.638 -0.069 2.625  -0.014
42 C 1.812 -2.269 1.719  -0.012
43 C 3.179 -0.813 0.312  -0.030
44 H -2.282 -0.414 5.411  0.116
45 H -3.341 -1.366 4.335  0.105
46 H -1.674 -1.886 4.630  0.096
47 H -3.624 1.021 3.206  0.159
48 H -3.961 2.420 0.614  0.105
49 H -3.436 3.235 2.095  0.115
50 H -2.463 3.393 0.619  0.094
51 H -0.554 1.998 0.482  0.090
52 H 0.126 -1.023 3.371  0.115
53 H 1.921 -0.083 3.448  0.075
54 H 3.576 -0.536 2.950  0.107
55 H 2.832 0.979 2.369  0.100
56 H 1.431 -2.793 0.832  0.067
57 H 2.747 -2.753 2.030  0.110
58 H 1.076 -2.390 2.515  0.074
59 H 2.847 -1.397 -0.557  0.067
60 H 3.396 0.205 -0.025  0.088
61 H 4.102 -1.266 0.697  0.105

Computed properties:
HOMO-LUMO gap (alpha / beta): 7.48 / 5.15 eV
<S²>: 6.07
Total charge: +2
Max |F|: 0.07076 hartree/bohr
Multiplicity: 5

[2]
Density functional theory data (wB97M-V/def2-TZVPD) for a single C24H32N2O4 molecule.

Last column: Löwdin charge in e.
Positions of all 62 atoms, in Å:
1 C 1.875 0.470 4.584  -0.068
2 H 1.761 -0.127 5.487  0.094
3 O 0.572 0.635 4.073  -0.056
4 C 0.437 1.199 2.844  -0.185
5 C 1.489 1.722 2.111  0.020
6 C 1.278 2.206 0.829  -0.229
7 C -0.015 2.245 0.331  -0.016
8 C -1.098 1.761 1.063  -0.186
9 C -0.876 1.203 2.328  -0.129
10 O -1.794 0.647 3.173  -0.049
11 C -3.139 0.486 2.795  -0.068
12 H -3.611 -0.006 3.646  0.096
13 H -3.243 -0.145 1.909  0.080
14 H -3.629 1.444 2.611  0.096
15 O -2.389 1.793 0.582  -0.116
16 C -2.605 2.140 -0.760  -0.081
17 H -2.053 1.484 -1.443  0.088
18 H -2.344 3.185 -0.959  0.095
19 H -3.673 2.002 -0.925  0.098
20 H -0.186 2.682 -0.641  0.109
21 C 2.432 2.663 -0.028  -0.126
22 H 2.706 3.686 0.252  0.122
23 H 2.096 2.700 -1.066  0.103
24 C 3.696 1.784 0.093  -0.086
25 C 3.427 0.326 0.444  -0.466
26 O 3.749 -0.112 1.537  0.036
27 N 2.864 -0.476 -0.485  -0.039
28 C 2.439 -0.140 -1.820  -0.110
29 H 2.810 0.839 -2.115  0.113
30 C 0.911 -0.174 -1.908  -0.130
31 N 0.415 -1.470 -1.471  -0.109
32 C -0.963 -1.656 -1.753  -0.196
33 C -1.944 -1.497 -0.779  -0.026
34 C -3.278 -1.660 -1.099  -0.080
35 C -3.643 -1.975 -2.393  -0.054
36 C -2.680 -2.160 -3.376  -0.236
37 C -1.329 -2.016 -3.057  -0.165
38 C -0.276 -2.273 -4.094  -0.038
39 H 0.695 -2.368 -3.618  0.072
40 H -0.495 -3.193 -4.632  0.079
41 H -0.236 -1.465 -4.825  0.087
42 C -3.097 -2.525 -4.770  -0.049
43 H -2.759 -3.531 -5.020  0.084
44 H -4.179 -2.495 -4.865  0.075
45 H -2.664 -1.839 -5.497  0.082
46 H -4.688 -2.088 -2.644  0.106
47 H -4.034 -1.529 -0.339  0.101
48 H -1.665 -1.232 0.229  0.100
49 C 0.841 -1.745 -0.111  -0.136
50 H 0.438 -2.714 0.191  0.136
51 C 2.369 -1.778 -0.085  -0.104
52 H 2.735 -1.988 0.920  0.123
53 H 2.741 -2.536 -0.781  0.131
54 H 0.508 -0.975 0.605  0.123
55 H 0.595 0.002 -2.937  0.125
56 H 0.505 0.625 -1.269  0.102
57 H 2.854 -0.892 -2.503  0.130
58 H 4.321 2.161 0.905  0.120
59 H 4.279 1.848 -0.827  0.115
60 H 2.482 1.726 2.523  0.108
61 H 2.524 -0.054 3.876  0.087
62 H 2.327 1.433 4.845  0.098

Computed properties:
HOMO-LUMO gap: 8.37 eV
Max |F|: 0.01322 hartree/bohr